Record 1
C25H43Cl3FeN5O4Si | the ωB97M-V functional and the def2-TZVPD basis

Element x y z (Å)
C (0.857, 2.249, -3.493)
C (1.287, 2.972, -2.258)
H (0.361, 2.923, -4.198)
H (0.163, 1.428, -3.246)
H (1.718, 1.795, -4.012)
C (1.391, 4.307, -2.172)
C (1.085, 5.271, -3.272)
H (1.746, 4.765, -1.245)
H (0.600, 4.809, -4.142)
H (2.001, 5.759, -3.636)
H (0.434, 6.082, -2.915)
Fe (-0.217, -0.213, -0.589)
Cl (1.612, -1.356, -1.251)
Cl (-1.482, -0.285, -2.430)
H (-1.601, -4.527, 2.679)
H (-0.644, -5.816, 0.857)
C (-2.057, -3.784, 2.022)
C (-1.184, -5.177, 0.145)
N (-1.410, -3.859, 0.723)
H (-1.947, -2.783, 2.437)
C (-1.040, -2.786, 0.054)
O (-1.292, -1.597, 0.424)
H (-0.581, -5.036, -0.763)
H (-0.454, -2.962, -0.863)
H (-3.118, -4.037, 1.929)
H (-2.142, -5.647, -0.128)
H (-1.602, 3.069, -2.262)
H (-0.846, 5.005, -0.515)
C (-2.456, 2.878, -1.589)
C (-1.848, 4.766, -0.122)
N (-2.154, 3.357, -0.259)
H (-2.663, 1.802, -1.571)
C (-2.153, 2.551, 0.818)
O (-2.141, 1.305, 0.782)
H (-1.874, 5.028, 0.943)
H (-2.153, 3.111, 1.776)
H (-3.327, 3.432, -1.975)
H (-2.593, 5.363, -0.667)
O (0.484, 1.578, -0.494)
C (1.627, 2.071, -1.082)
C (1.980, 3.490, 0.996)
C (2.515, 2.671, 0.005)
H (0.901, 3.653, 1.022)
C (2.840, 4.100, 1.922)
H (2.184, 1.236, -1.533)
C (3.874, 2.371, -0.022)
H (2.421, 4.773, 2.673)
C (4.217, 3.851, 1.852)
C (4.738, 3.012, 0.865)
H (4.220, 1.670, -0.780)
H (4.886, 4.339, 2.563)
H (5.813, 2.857, 0.764)
Si (-3.557, -2.268, -4.936)
Cl (-2.716, -0.443, -5.501)
C (-5.060, -1.830, -3.905)
C (-2.089, -3.185, -4.195)
C (-4.231, -3.305, -6.369)
H (-4.807, -1.056, -3.170)
H (-5.455, -2.708, -3.378)
H (-5.863, -1.447, -4.553)
H (-5.112, -2.858, -6.848)
H (-4.542, -4.288, -5.980)
H (-3.482, -3.488, -7.149)
H (-1.621, -2.543, -3.427)
H (-1.344, -3.384, -4.986)
H (-2.368, -4.151, -3.745)
C (3.099, -2.847, 3.758)
N (2.454, -1.604, 3.398)
C (2.857, -0.462, 3.987)
C (2.220, 0.697, 3.668)
C (1.091, 0.576, 2.801)
N (0.837, -0.493, 2.061)
C (1.505, -1.650, 2.341)
O (1.311, -2.735, 1.783)
N (0.235, 1.599, 2.726)
H (3.712, -2.668, 4.645)
H (3.730, -3.219, 2.942)
H (2.365, -3.622, 3.996)
H (3.666, -0.567, 4.709)
H (2.503, 1.645, 4.103)
H (-0.635, 1.469, 2.220)
H (0.426, 2.468, 3.222)

Computed properties:
multiplicity: 6
molar mass: 667.94 g/mol
<S²>: 8.76
maximum force: 2.473 eV Å⁻¹
LUMO level (spin up / spin down): 0.589 / -0.384 eV
highest occupied orbital energy (spin up / spin down): -0.306 / -0.304 Ha
total charge: 0
gap between HOMO and LUMO (spin up / spin down): 8.92 / 7.88 eV

Löwdin population analysis, charges in e, atoms 1 to 8:
1. C -0.05
2. C -0.23
3. H 0.06
4. H 0.01
5. H 0.10
6. C -0.12
7. C -0.10
8. H 0.10

---

Record 2
C15H30BFO14 | the ωB97M-V functional and the def2-TZVPD basis

Element x y z (Å)
C (1.851, 1.221, -0.607)
B (0.884, 2.392, -0.005)
F (1.166, 3.108, 1.199)
C (-0.496, 2.677, -0.863)
C (-1.659, 1.940, -0.015)
O (-1.816, 2.140, 1.197)
O (-2.456, 1.007, -0.750)
H (2.841, 1.232, -0.049)
H (1.274, 0.230, -0.482)
H (1.956, 1.378, -1.731)
H (-0.391, 2.191, -1.900)
H (-0.690, 3.796, -0.973)
H (-1.827, 0.263, -0.927)
C (-3.981, -2.754, 5.079)
O (-4.268, -1.357, 5.092)
C (-3.587, -0.643, 4.179)
O (-2.788, -1.082, 3.387)
O (-3.950, 0.640, 4.302)
C (-3.299, 1.525, 3.386)
H (-4.586, -3.224, 5.854)
H (-4.249, -3.194, 4.117)
H (-2.928, -2.933, 5.306)
H (-3.540, 1.258, 2.358)
H (-2.220, 1.517, 3.544)
H (-3.669, 2.533, 3.576)
C (-1.138, 1.967, -5.661)
O (0.085, 2.170, -6.366)
C (1.168, 1.682, -5.743)
O (1.177, 1.112, -4.679)
O (2.239, 1.939, -6.508)
C (3.473, 1.472, -5.963)
H (-1.942, 2.400, -6.256)
H (-1.338, 0.901, -5.534)
H (-1.114, 2.474, -4.693)
H (3.457, 0.386, -5.849)
H (3.681, 1.958, -5.008)
H (4.265, 1.733, -6.664)
C (8.720, 2.520, 0.426)
O (7.831, 2.934, 1.461)
C (6.544, 2.622, 1.239)
O (6.112, 2.044, 0.272)
O (5.823, 3.065, 2.279)
C (4.425, 2.799, 2.176)
H (9.727, 2.823, 0.711)
H (8.704, 1.433, 0.316)
H (8.466, 3.006, -0.518)
H (4.240, 1.723, 2.136)
H (4.002, 3.297, 1.302)
H (3.942, 3.199, 3.067)
C (-5.136, -7.628, 0.120)
O (-4.224, -6.957, 0.987)
C (-4.178, -5.626, 0.814)
O (-4.822, -4.993, 0.016)
O (-3.289, -5.125, 1.685)
C (-3.134, -3.707, 1.614)
H (-5.090, -8.693, 0.348)
H (-6.157, -7.281, 0.292)
H (-4.851, -7.485, -0.925)
H (-4.075, -3.205, 1.845)
H (-2.769, -3.408, 0.629)
H (-2.395, -3.413, 2.359)

Computed properties:
multiplicity: 1
molar mass: 464.20 g/mol
maximum force: 4.399 eV Å⁻¹
LUMO level: 0.207 eV
highest occupied orbital energy: -0.392 Ha
total charge: 0
gap between HOMO and LUMO: 10.87 eV

Löwdin population analysis, charges in e, atoms 1 to 8:
1. C -0.02
2. B -0.33
3. F 0.08
4. C -0.01
5. C -0.38
6. O 0.08
7. O 0.03
8. H 0.06

---

Record 3
C21H33BrIrN4O2S | the ωB97M-V functional and the def2-TZVPD basis

Element x y z (Å)
Ir (-2.258, 0.325, -0.125)
N (0.628, 1.116, 3.239)
C (-0.275, 1.433, 2.361)
O (0.016, 1.683, 1.133)
C (-1.728, 1.475, 2.679)
C (-2.651, 1.611, 1.458)
H (1.602, 1.035, 2.965)
H (0.375, 0.907, 4.194)
H (-1.908, 2.291, 3.388)
H (-1.952, 0.550, 3.219)
H (-2.649, 2.630, 1.080)
H (-3.659, 1.349, 1.784)
C (5.165, 2.069, 1.162)
C (4.802, 1.371, -0.156)
C (4.875, 2.383, -1.308)
C (5.819, 0.251, -0.400)
C (3.378, 0.827, -0.106)
C (2.366, 1.545, 0.553)
C (1.102, 1.034, 0.518)
Br (-1.620, 2.039, -1.648)
C (0.728, -0.142, -0.143)
O (-0.555, -0.565, 0.012)
C (1.714, -0.859, -0.839)
C (3.012, -0.336, -0.769)
C (1.497, -2.173, -1.597)
C (2.336, -2.166, -2.887)
C (1.967, -3.320, -0.691)
C (0.041, -2.430, -2.010)
H (6.198, 2.411, 1.119)
H (5.078, 1.386, 2.010)
H (4.554, 2.952, 1.353)
H (5.897, 2.746, -1.419)
H (4.229, 3.245, -1.125)
H (4.573, 1.927, -2.252)
H (6.827, 0.653, -0.297)
H (5.747, -0.164, -1.406)
H (5.707, -0.560, 0.322)
H (2.558, 2.489, 1.046)
H (3.789, -0.884, -1.280)
H (3.405, -2.263, -2.699)
H (2.167, -1.258, -3.469)
H (2.048, -3.018, -3.503)
H (2.993, -3.167, -0.356)
H (1.928, -4.261, -1.240)
H (1.328, -3.415, 0.189)
H (-0.338, -1.631, -2.654)
H (-0.620, -2.554, -1.157)
H (0.005, -3.355, -2.585)
C (-7.114, -1.735, 2.073)
C (-6.618, -2.123, 0.678)
C (-5.878, -1.006, 0.023)
N (-4.609, -0.825, 0.086)
N (-4.194, 0.303, -0.577)
C (-5.173, 1.015, -1.124)
N (-4.998, 2.154, -1.773)
S (-6.702, 0.252, -0.879)
H (-7.633, -2.577, 2.526)
H (-7.810, -0.897, 2.032)
H (-6.279, -1.463, 2.720)
H (-7.458, -2.413, 0.044)
H (-5.941, -2.976, 0.725)
H (-4.060, 2.461, -2.002)
H (-5.775, 2.619, -2.213)

Computed properties:
multiplicity: 2
molar mass: 677.71 g/mol
<S²>: 0.78
maximum force: 1.569 eV Å⁻¹
LUMO level (spin up / spin down): -7.159 / -8.722 eV
highest occupied orbital energy (spin up / spin down): -0.528 / -0.519 Ha
total charge: +2
gap between HOMO and LUMO (spin up / spin down): 7.20 / 5.40 eV

Löwdin population analysis, charges in e, atoms 1 to 8:
1. Ir 1.10
2. N 0.31
3. C -0.32
4. O 0.04
5. C -0.11
6. C -0.24
7. H 0.15
8. H 0.17

---

Record 4
C32H43N5O11 | the ωB97M-V functional and the def2-TZVPD basis

Element x y z (Å)
N (1.953, -3.256, 0.977)
C (1.036, -2.578, 1.949)
C (0.113, -1.411, 1.295)
C (0.979, -0.220, 0.619)
C (2.338, 0.035, 1.434)
C (3.177, 1.321, 0.970)
C (4.587, 1.246, 1.773)
O (4.777, 0.323, 2.624)
N (5.677, 2.230, 1.616)
C (6.637, 1.579, 0.662)
C (7.559, 0.452, 1.172)
C (8.520, -0.234, 0.137)
C (8.451, 0.283, -1.323)
C (7.528, 1.419, -1.827)
C (6.584, 2.097, -0.805)
C (1.546, -0.675, -0.838)
C (0.982, 0.310, -2.000)
O (1.137, 0.229, -3.242)
N (0.216, 1.276, -1.200)
C (-0.009, 1.002, 0.256)
N (0.164, 2.329, 0.919)
C (-1.648, 0.754, 0.350)
C (-2.250, -0.134, -0.745)
C (-3.770, -0.462, -0.727)
C (-4.450, 0.209, 0.486)
C (-3.632, 1.085, 1.423)
N (-2.248, 1.421, 1.448)
H (2.625, -3.807, 1.529)
H (1.452, -3.927, 0.379)
H (0.331, -3.409, 2.347)
H (1.600, -2.159, 2.857)
H (-0.545, -1.010, 2.157)
H (-0.525, -1.929, 0.484)
H (3.015, -0.877, 1.220)
H (2.163, -0.002, 2.577)
H (3.323, 1.415, -0.157)
H (2.713, 2.324, 1.311)
H (5.305, 3.105, 1.220)
H (7.574, 0.069, 2.254)
H (9.206, -1.098, 0.458)
H (9.136, -0.206, -2.097)
H (7.469, 1.786, -2.907)
H (5.858, 2.932, -1.066)
H (2.685, -0.564, -1.005)
H (1.281, -1.752, -1.160)
H (-0.497, 1.830, -1.690)
H (0.547, 2.188, 1.866)
H (0.869, 2.821, 0.331)
H (-1.590, -0.554, -1.573)
H (-4.352, -1.125, -1.457)
H (-5.564, 0.049, 0.674)
H (-4.234, 1.575, 2.279)
C (-3.765, -4.098, 4.225)
C (-3.870, -3.748, 2.757)
C (-4.660, -4.740, 1.958)
O (-4.100, -4.596, 0.659)
C (-2.816, -4.169, 0.828)
O (-1.992, -4.129, -0.045)
O (-2.594, -3.799, 2.124)
H (-3.221, -3.315, 4.761)
H (-4.752, -4.205, 4.679)
H (-3.203, -5.024, 4.371)
H (-4.267, -2.734, 2.638)
H (-5.727, -4.511, 1.947)
H (-4.521, -5.776, 2.284)
C (-0.724, 7.973, 0.853)
C (0.288, 6.888, 1.151)
C (1.702, 7.385, 1.218)
O (2.446, 6.229, 0.853)
C (1.633, 5.475, 0.061)
O (1.996, 4.529, -0.579)
O (0.353, 5.941, 0.089)
H (-1.736, 7.559, 0.865)
H (-0.671, 8.777, 1.590)
H (-0.571, 8.393, -0.144)
H (0.008, 6.353, 2.065)
H (1.978, 7.724, 2.218)
H (1.920, 8.181, 0.498)
C (-4.971, -4.719, -5.880)
C (-5.013, -3.329, -5.283)
C (-4.089, -3.145, -4.116)
O (-4.736, -2.115, -3.376)
C (-6.066, -2.208, -3.660)
O (-6.926, -1.623, -3.068)
O (-6.287, -3.057, -4.704)
H (-5.627, -4.775, -6.752)
H (-3.958, -4.985, -6.190)
H (-5.333, -5.465, -5.167)
H (-4.829, -2.579, -6.061)
H (-3.089, -2.833, -4.422)
H (-4.006, -4.032, -3.479)

Computed properties:
multiplicity: 1
molar mass: 673.72 g/mol
maximum force: 6.545 eV Å⁻¹
LUMO level: 0.556 eV
highest occupied orbital energy: -0.304 Ha
total charge: 0
gap between HOMO and LUMO: 8.83 eV

Löwdin population analysis, charges in e, atoms 1 to 8:
1. N -0.02
2. C -0.26
3. C -0.12
4. C -0.28
5. C -0.15
6. C -0.08
7. C -0.35
8. O 0.02

---

- Which formula does entry 1 have?
  C25H43Cl3FeN5O4Si

---

Copy entry 2 word for word.
C15H30BFO14 | the ωB97M-V functional and the def2-TZVPD basis

Element x y z (Å)
C (1.851, 1.221, -0.607)
B (0.884, 2.392, -0.005)
F (1.166, 3.108, 1.199)
C (-0.496, 2.677, -0.863)
C (-1.659, 1.940, -0.015)
O (-1.816, 2.140, 1.197)
O (-2.456, 1.007, -0.750)
H (2.841, 1.232, -0.049)
H (1.274, 0.230, -0.482)
H (1.956, 1.378, -1.731)
H (-0.391, 2.191, -1.900)
H (-0.690, 3.796, -0.973)
H (-1.827, 0.263, -0.927)
C (-3.981, -2.754, 5.079)
O (-4.268, -1.357, 5.092)
C (-3.587, -0.643, 4.179)
O (-2.788, -1.082, 3.387)
O (-3.950, 0.640, 4.302)
C (-3.299, 1.525, 3.386)
H (-4.586, -3.224, 5.854)
H (-4.249, -3.194, 4.117)
H (-2.928, -2.933, 5.306)
H (-3.540, 1.258, 2.358)
H (-2.220, 1.517, 3.544)
H (-3.669, 2.533, 3.576)
C (-1.138, 1.967, -5.661)
O (0.085, 2.170, -6.366)
C (1.168, 1.682, -5.743)
O (1.177, 1.112, -4.679)
O (2.239, 1.939, -6.508)
C (3.473, 1.472, -5.963)
H (-1.942, 2.400, -6.256)
H (-1.338, 0.901, -5.534)
H (-1.114, 2.474, -4.693)
H (3.457, 0.386, -5.849)
H (3.681, 1.958, -5.008)
H (4.265, 1.733, -6.664)
C (8.720, 2.520, 0.426)
O (7.831, 2.934, 1.461)
C (6.544, 2.622, 1.239)
O (6.112, 2.044, 0.272)
O (5.823, 3.065, 2.279)
C (4.425, 2.799, 2.176)
H (9.727, 2.823, 0.711)
H (8.704, 1.433, 0.316)
H (8.466, 3.006, -0.518)
H (4.240, 1.723, 2.136)
H (4.002, 3.297, 1.302)
H (3.942, 3.199, 3.067)
C (-5.136, -7.628, 0.120)
O (-4.224, -6.957, 0.987)
C (-4.178, -5.626, 0.814)
O (-4.822, -4.993, 0.016)
O (-3.289, -5.125, 1.685)
C (-3.134, -3.707, 1.614)
H (-5.090, -8.693, 0.348)
H (-6.157, -7.281, 0.292)
H (-4.851, -7.485, -0.925)
H (-4.075, -3.205, 1.845)
H (-2.769, -3.408, 0.629)
H (-2.395, -3.413, 2.359)

Computed properties:
multiplicity: 1
molar mass: 464.20 g/mol
maximum force: 4.399 eV Å⁻¹
LUMO level: 0.207 eV
highest occupied orbital energy: -0.392 Ha
total charge: 0
gap between HOMO and LUMO: 10.87 eV

Löwdin population analysis, charges in e, atoms 1 to 8:
1. C -0.02
2. B -0.33
3. F 0.08
4. C -0.01
5. C -0.38
6. O 0.08
7. O 0.03
8. H 0.06

---

- Which value of total charge does entry 3 give?
  +2